84
Properties=species:S:1:pos:R:3:forces:R:3 method="wB97M-V/def2-TZVPD" total_energy_ev=-165003.8275 charge=0 e_above_lowest_ev=0.0000 e_lumo_ev="-2.13 / -3.69" multiplicity=4 s2=3.828 orbital_gap_ev="4.4841 / 4.6571"
Pd 15.12584 11.98255 15.66368 -0.1979 -0.5786 1.7796
I 7.22946 6.95343 18.31134 0.4338 0.6674 -0.5092
C 8.60147 8.30616 17.41659 1.8720 0.9094 -0.4312
C 8.96504 8.23408 16.02930 -0.9202 -0.2852 1.3860
C 10.01635 8.99122 15.53636 0.6252 0.7644 0.3877
C 10.77937 9.83365 16.37935 -0.8477 -0.4049 0.2465
C 10.38490 9.96437 17.73327 0.6485 -0.0044 -0.7682
C 9.34379 9.21546 18.25010 -1.7467 -0.7478 -0.5108
C 11.98568 10.54531 15.90628 1.0517 1.2481 -0.3560
C 12.97846 9.89037 15.10295 -0.1136 -0.9796 0.1047
C 12.85404 8.61818 14.36269 0.1870 0.1762 0.1456
C 14.02983 8.43011 13.67863 0.1282 0.0542 0.1960
C 14.90540 9.53266 14.00672 -1.5128 0.8252 1.2137
C 16.29127 9.75285 13.52485 -0.3397 0.0658 -0.7649
C 16.62580 9.59409 12.10295 -0.7714 0.5889 0.8916
C 17.90228 9.96027 11.60732 -0.0917 -0.4892 0.4943
C 18.13228 9.99019 10.25226 0.1571 0.2294 -0.3192
C 17.11937 9.69510 9.32281 -0.2016 -0.3213 0.5575
I 17.50530 9.84578 7.27490 -0.0371 -0.0548 0.2343
C 15.85538 9.29215 9.78100 0.2313 0.4048 0.6297
C 15.60032 9.29903 11.16692 0.5100 -0.2394 -0.9179
C 17.24428 10.20093 14.50422 0.8644 1.3388 2.7199
N 16.94954 11.15181 15.47443 0.0259 -1.1101 -1.6639
C 18.00110 11.26572 16.36329 0.3130 -0.1432 0.1427
C 18.04130 12.23370 17.42630 0.4108 -0.6129 -0.9587
C 18.92069 12.01237 18.60742 0.1184 -0.2984 0.2023
C 19.30829 10.67191 18.92353 0.7183 0.9717 0.8261
C 20.16597 10.40521 20.00608 -0.0032 0.5017 -0.0743
C 20.67324 11.46802 20.79414 -1.0203 -0.7198 -1.1473
I 22.00815 11.02145 22.29462 0.1782 0.0815 0.2544
C 20.21967 12.76155 20.55501 -0.3438 -0.0320 -0.6596
C 19.33107 13.03611 19.51250 0.0059 -0.9925 -0.4637
C 17.27245 13.45174 17.23097 -2.2267 0.9511 -0.4996
C 17.63560 14.85178 17.39164 -1.0506 -1.0032 0.0976
C 16.51999 15.60513 17.10026 0.3709 -0.4901 -0.3756
C 15.42877 14.69126 16.74159 0.3315 0.6425 0.5526
N 15.93475 13.42467 16.75820 1.5695 0.4393 0.0704
C 14.04348 15.04907 16.57513 -0.0276 -1.3622 -0.2890
C 13.07424 13.98089 16.48321 -0.0243 -0.7846 -0.5723
C 11.62874 14.09126 16.71793 -0.5483 -1.1355 -0.0798
C 11.07160 12.84858 16.60562 0.4715 0.6166 -0.0800
C 12.16406 11.92186 16.22324 -0.5402 0.0599 0.2623
N 13.32653 12.68683 16.13867 -0.0995 0.4578 -0.0722
C 13.54422 16.44502 16.46355 0.1555 0.4112 0.8626
C 14.10021 17.47531 17.26185 -0.3924 -0.3335 -0.5563
C 13.77806 18.82191 17.03748 -0.3328 -0.0592 -0.0146
C 12.80270 19.15720 16.10324 -0.2873 -1.7116 -1.1553
I 12.25965 21.09638 15.57874 0.1806 0.0613 0.2445
C 12.18382 18.10878 15.33693 0.5004 1.0303 0.8408
C 12.50889 16.78768 15.55819 1.2171 0.2833 0.2888
C 19.06110 10.34781 15.91080 -0.8840 0.3902 0.3412
C 18.57904 9.71063 14.78997 0.0359 0.2952 -0.1731
N 14.24020 10.37568 14.89909 1.2672 -1.1327 -2.3907
H 8.37706 7.58710 15.37445 0.2997 0.1919 0.1408
H 10.30499 9.00381 14.48472 -0.5180 -0.2718 0.2291
H 10.97886 10.62013 18.37036 -0.2153 -0.2315 0.0161
H 8.99014 9.39493 19.27454 0.4625 -0.3248 -0.3992
H 11.98776 7.94651 14.37449 0.6715 0.4471 0.0171
H 14.33346 7.61181 13.01050 -0.3961 0.3991 0.5984
H 18.71194 10.18061 12.32087 -0.5004 0.0540 -0.5926
H 19.11992 10.29291 9.92162 -0.1330 -0.0680 -0.1762
H 15.06654 9.02943 9.07074 0.2746 0.1537 0.3182
H 14.59559 9.06893 11.50749 0.2595 0.0886 -0.1450
H 18.94654 9.84971 18.34168 -0.3079 -0.2167 -0.0705
H 20.46130 9.37641 20.26213 -0.2760 0.5637 -0.3119
H 20.56667 13.58179 21.14819 0.0911 0.2501 0.3640
H 18.95490 14.04055 19.39364 0.0950 0.0237 0.0135
H 18.62728 15.16418 17.64655 0.1286 0.3353 0.0827
H 16.45614 16.68176 17.03358 0.1532 -0.2102 0.0994
H 11.08632 14.99773 16.89992 0.0333 0.1918 0.2230
H 10.00046 12.60999 16.67814 0.8055 -0.0009 0.0287
H 14.77375 17.18466 18.07203 -0.1861 0.3368 -0.3624
H 14.29538 19.60512 17.58006 -0.1427 -0.0961 0.1289
H 11.50535 18.35682 14.52716 -0.0935 0.0461 0.2778
H 12.06103 16.02951 14.94659 -0.1061 -0.2635 -0.2462
H 20.03644 10.27535 16.40094 -0.4743 -0.1034 -0.4402
H 19.07954 8.97354 14.16987 0.0055 0.1320 0.2867
F 14.74289 11.77410 18.99064 0.0892 -1.4006 -0.0020
As 14.77769 10.03016 19.43512 -0.2157 0.5491 0.6312
F 15.95839 10.41284 20.71430 -0.9371 -0.4364 -0.8971
F 16.14888 9.76099 18.33476 -0.8681 0.3941 0.1388
F 14.79264 8.31189 19.75930 0.1335 0.7698 0.3699
F 13.53319 9.65152 18.21887 0.8821 0.5780 -0.0517
F 13.42824 10.34657 20.54035 0.9671 -0.3203 -0.4390